{
  "formula": "C12H42O9",
  "method": "ωB97M-V with the def2-TZVPD basis set",
  "lumo_ev": 0.3,
  "multiplicity": 1,
  "e_above_lowest_kcal_mol": 849.3,
  "homo_ev": -7.2,
  "fmax_ev_per_a": 14.95,
  "homo_lumo_gap_ha": 0.276,
  "species": ["C", "C", "C", "O", "H", "H", "H", "H", "H", "H", "H", "H", "C", "C", "O", "H", "H", "H", "H", "H", "H", "C", "O", "H", "H", "H", "H", "C", "O", "H", "H", "H", "H", "C", "O", "H", "H", "H", "H", "C", "O", "H", "H", "H", "H", "C", "O", "H", "H", "H", "H", "C", "O", "H", "H", "H", "H", "C", "O", "H", "H", "H", "H"],
  "coordinates": [[-0.5004, 1.0231, -0.9911], [0.8469, 0.8205, -0.3582], [0.7153, 0.1292, 1.0006], [1.6867, 0.0417, -1.2071], [-0.9421, 0.0590, -1.2428], [-0.5210, 1.5599, -1.9395], [-1.2131, 1.4877, -0.3097], [1.3346, 1.7843, -0.2124], [0.4484, -0.9149, 0.8372], [-0.0529, 0.5965, 1.6168], [1.7164, 0.0884, 1.4297], [2.5250, -0.0605, -0.7506], [1.0268, -1.3577, 2.2295], [1.4224, -2.2118, 3.4097], [2.8071, -2.0799, 3.5181], [0.7913, -0.3315, 2.5114], [0.2218, -1.8969, 1.7300], [1.8152, -1.4298, 1.4803], [1.1634, -3.2705, 3.4035], [1.0420, -1.8165, 4.3515], [3.0796, -2.1038, 4.4383], [-1.9807, -1.9129, -2.1883], [-1.2275, -0.8365, -2.1219], [-1.3189, -2.7328, -1.9092], [-2.7968, -1.7190, -1.4922], [-2.2987, -2.0826, -3.2170], [-0.3442, -1.0495, -2.4319], [-1.7801, -1.5846, 0.4553], [-1.4732, -2.8558, -0.1419], [-1.2911, -1.4058, 1.4129], [-1.2683, -0.9099, -0.2309], [-2.8186, -1.3770, 0.7133], [-0.5206, -2.9719, -0.1188], [0.8914, -0.3414, -3.5095], [0.6919, -1.0819, -2.3058], [1.9353, -0.0654, -3.6590], [0.6494, -0.9774, -4.3610], [0.2035, 0.4890, -3.6683], [0.6940, -0.4869, -1.5524], [-0.5278, 2.0081, 2.9799], [-1.4790, 1.7439, 4.0615], [-1.0631, 2.8115, 2.4738], [0.4406, 2.4489, 3.2163], [-0.4751, 1.2010, 2.2491], [-2.0157, 2.5355, 3.9785], [3.2915, -0.9100, -0.7623], [3.1650, -0.2336, 0.4139], [2.2786, -1.1254, -1.1025], [3.8370, -0.3369, -1.5120], [3.7533, -1.8364, -0.4208], [3.9830, 0.1370, 0.7532], [-2.4595, 0.9672, -2.4814], [-1.1498, 1.0560, -2.9024], [-3.1068, 0.6528, -3.3001], [-2.5418, 0.3540, -1.5840], [-2.7460, 1.9430, -2.0892], [-0.7516, 0.2568, -2.5497], [-1.2197, 3.2096, 0.3365], [-1.0483, 4.2119, 1.3277], [-0.3248, 2.8292, -0.1559], [-1.5617, 2.2688, 0.7677], [-1.9889, 3.4842, -0.3853], [-1.6494, 4.1083, 2.0690]],
  "forces_ev_per_a": [[2.82, 1.60, 6.19], [-1.53, 2.43, 2.03], [0.62, 4.18, -6.48], [-2.07, 13.08, 3.29], [0.97, 2.12, 2.56], [1.97, 2.13, 2.90], [0.72, -1.59, -0.76], [0.33, 0.31, -0.01], [-0.40, 2.55, -2.15], [1.60, -1.79, -2.86], [-1.30, 2.36, -1.01], [-4.41, 6.86, -0.04], [0.58, -6.89, 4.97], [-0.12, 0.12, 1.48], [2.07, 0.08, 0.04], [0.07, -2.33, 2.12], [-0.16, -0.50, 1.37], [0.57, -0.97, 1.48], [-0.26, -0.19, -0.50], [-0.79, 0.08, -0.01], [-0.01, -0.13, -0.05], [-1.41, -2.41, -2.24], [-8.27, -4.99, -0.17], [-1.13, -0.38, -0.89], [-0.52, -0.99, -0.51], [-0.84, -0.04, -0.30], [-0.23, -2.97, -0.92], [1.47, 0.29, 0.43], [-0.52, -0.98, 3.58], [-0.26, -0.53, 0.15], [-1.41, 0.28, 1.17], [-0.21, -0.53, -0.92], [0.18, -0.03, 0.24], [1.93, -0.51, -2.16], [4.48, -6.20, -7.42], [-0.04, 0.16, 0.32], [0.04, -0.55, 0.14], [1.30, -0.14, -0.02], [-0.39, -0.77, -0.21], [-2.39, 1.34, 0.53], [1.09, 0.01, -0.21], [1.22, -1.00, 0.14], [0.18, -0.53, 0.61], [-1.22, 1.91, 2.85], [-0.35, -0.38, 0.76], [10.13, -10.99, -0.09], [1.68, 1.72, 3.87], [2.43, -4.39, -0.12], [0.36, -0.53, -0.18], [1.03, -0.34, -0.98], [0.29, -0.15, -0.22], [-1.75, 1.69, 0.16], [-4.64, 3.21, -9.60], [-0.25, -0.08, 0.27], [-0.82, 0.19, -0.57], [-0.32, 0.46, -0.51], [-1.33, 1.13, -1.83], [-0.92, 0.36, 0.92], [0.54, 1.17, -0.95], [0.28, 1.76, 0.38], [-0.51, 0.74, 0.77], [0.20, 0.20, -0.29], [-0.34, 0.28, -0.51]]
}